[1]
Formula: C35H33BaClN4S2Si2
Source: the OMol25 dataset
Level of theory: ωB97M-V/def2-TZVPD

Last column: Löwdin charge in e.
Element x y z (Å)
C: -1.619 -0.309 1.761  -0.2905
C: -2.349 0.131 0.624  -0.2891
C: -2.188 -0.841 -0.403  -0.2670
H: -2.974 1.027 0.566  0.0857
C: -1.376 -1.887 0.108  -0.2620
C: -1.026 -1.559 1.445  -0.2767
H: -0.457 -2.188 2.132  0.0890
H: -1.577 0.194 2.731  0.0895
H: -2.634 -0.816 -1.398  0.0935
H: -1.115 -2.803 -0.426  0.0923
Ba: 0.466 0.392 -0.147  1.6736
Si: 0.811 0.071 -3.591  0.5558
C: -0.199 1.624 -3.715  -0.4077
C: 0.384 2.441 -4.712  -0.1628
H: 1.356 2.175 -5.134  0.0333
C: -0.280 3.563 -5.203  -0.1037
H: 0.196 4.160 -5.984  0.1009
C: -1.543 3.898 -4.699  -0.1064
H: -2.065 4.760 -5.112  0.0943
C: -2.104 3.153 -3.655  -0.1071
H: -3.068 3.454 -3.243  0.0960
C: -1.433 2.035 -3.142  -0.1290
H: -1.903 1.477 -2.322  0.0741
C: -0.139 -1.512 -3.759  -0.4190
C: -1.375 -1.523 -4.443  -0.1289
H: -1.892 -0.586 -4.661  0.0948
C: -1.939 -2.732 -4.864  -0.1052
H: -2.857 -2.727 -5.452  0.0959
C: -1.328 -3.943 -4.524  -0.1298
H: -1.745 -4.881 -4.884  0.0867
C: -0.211 -3.952 -3.684  -0.1217
H: 0.214 -4.898 -3.344  0.0920
C: 0.362 -2.749 -3.272  -0.1624
H: 1.224 -2.763 -2.599  0.0759
H: 2.264 0.106 -3.062  -0.0905
Si: 2.889 0.539 -8.410  0.3099
C: 2.086 -1.100 -8.733  -0.3262
C: 1.097 -1.247 -9.716  -0.0950
H: 0.773 -0.386 -10.305  0.1024
C: 0.513 -2.499 -9.940  -0.0854
H: -0.272 -2.602 -10.688  0.1000
C: 0.934 -3.612 -9.205  -0.0871
H: 0.483 -4.587 -9.383  0.1005
C: 1.943 -3.472 -8.248  -0.0824
H: 2.285 -4.336 -7.679  0.1016
C: 2.527 -2.224 -8.020  -0.1111
H: 3.328 -2.123 -7.287  0.0862
C: 1.684 1.875 -8.856  -0.3392
C: 0.416 1.899 -8.270  -0.1035
H: 0.113 1.122 -7.566  0.1143
C: -0.472 2.937 -8.577  -0.0908
H: -1.451 2.958 -8.101  0.1053
C: -0.097 3.940 -9.474  -0.0867
H: -0.792 4.746 -9.706  0.1013
C: 1.169 3.910 -10.066  -0.0908
H: 1.464 4.691 -10.767  0.1003
C: 2.060 2.880 -9.762  -0.1064
H: 3.050 2.845 -10.221  0.0938
H: 4.140 0.628 -9.203  -0.0096
Cl: 3.348 0.714 -6.400  0.3245
N: -0.609 3.549 1.766  0.1040
C: 0.383 2.965 2.479  -0.6989
N: 0.953 1.814 2.148  -0.0785
C: 2.001 1.491 3.028  -0.3306
C: 2.233 2.461 3.982  -0.3392
S: 1.100 3.770 3.842  1.0593
C: 2.722 0.268 2.785  -0.3285
C: 3.820 -0.231 3.459  -0.3429
S: 4.343 -1.743 2.790  1.0588
C: 3.074 -1.626 1.604  -0.6955
N: 2.332 -0.529 1.690  -0.0632
N: 2.948 -2.573 0.655  0.1071
H: -0.964 4.409 2.165  0.0992
H: -1.214 2.998 1.156  0.0986
H: 3.051 2.417 4.691  0.0760
H: 4.302 0.289 4.276  0.0747
H: 3.586 -3.353 0.750  0.1005
H: 2.090 -2.682 0.111  0.1094

## Properties
net charge	0
largest force on an atom	2.694	eV/A
E_tot	-93433.3488	eV
frontier orbital gap	4.1	eV
relative energy (zero: lowest compared OMol25 entry of this formula, charge and spin)	0.0	kJ/mol
LUMO level	-0.3	eV

---

[2]
Formula: C34H37MoO6
Source: the OMol25 dataset
Level of theory: ωB97M-V/def2-TZVPD

Last column: Löwdin charge in e.
Element x y z (Å)
Mo: -0.948 -1.759 -1.496  1.8473
C: 0.655 0.787 3.591  0.0324
C: 0.288 1.729 2.462  -0.5409
C: 0.228 3.176 2.889  0.0308
O: 1.211 1.606 1.370  0.0150
C: 0.605 0.945 0.284  -0.1507
C: -0.783 0.539 0.809  -0.1922
O: -0.977 1.364 1.923  0.0073
C: -1.984 0.764 -0.156  -0.3364
O: -1.876 -0.191 -1.223  -0.3147
C: -1.921 2.159 -0.755  -0.1720
C: -1.552 2.357 -2.079  -0.0364
C: -1.422 3.642 -2.593  -0.0677
C: -1.660 4.742 -1.785  -0.0728
C: -2.042 4.550 -0.464  -0.0557
C: -2.175 3.270 0.049  -0.0285
C: -3.314 0.458 0.529  -0.1345
C: -3.406 -0.569 1.469  -0.0345
C: -4.628 -0.928 2.012  -0.0733
C: -5.786 -0.270 1.617  -0.0732
C: -5.706 0.743 0.676  -0.0572
C: -4.479 1.102 0.134  -0.0082
C: 1.495 -0.236 -0.205  -0.3021
O: 0.666 -1.016 -1.084  -0.3326
C: 2.644 0.212 -1.113  -0.1360
C: 2.441 1.218 -2.058  -0.0153
C: 3.432 1.544 -2.971  -0.0590
C: 4.642 0.865 -2.963  -0.0702
C: 4.848 -0.148 -2.040  -0.0653
C: 3.855 -0.475 -1.127  -0.0342
C: 1.950 -1.100 0.961  -0.1682
C: 2.976 -0.645 1.789  -0.0462
C: 3.388 -1.394 2.877  -0.0564
C: 2.777 -2.607 3.168  -0.0677
C: 1.757 -3.069 2.354  -0.0654
C: 1.353 -2.320 1.254  -0.0442
H: 1.660 1.002 3.951  0.0989
H: 0.618 -0.251 3.257  0.0818
H: -0.051 0.919 4.410  0.1006
H: 1.187 3.481 3.304  0.0991
H: -0.542 3.306 3.650  0.1003
H: -0.005 3.799 2.027  0.0872
H: 0.486 1.650 -0.536  0.1344
H: -0.769 -0.522 1.102  0.1318
H: -1.375 1.508 -2.725  0.1081
H: -1.141 3.778 -3.629  0.1068
H: -1.560 5.743 -2.183  0.1074
H: -2.244 5.403 0.171  0.1111
H: -2.479 3.128 1.077  0.1265
H: -2.520 -1.093 1.807  0.1110
H: -4.678 -1.713 2.756  0.1080
H: -6.741 -0.543 2.045  0.1080
H: -6.601 1.260 0.357  0.1102
H: -4.437 1.891 -0.606  0.1233
H: 1.504 1.758 -2.107  0.1067
H: 3.256 2.334 -3.689  0.1107
H: 5.417 1.126 -3.671  0.1097
H: 5.787 -0.686 -2.024  0.1109
H: 4.038 -1.271 -0.418  0.1171
H: 3.449 0.304 1.577  0.1341
H: 4.188 -1.027 3.506  0.1155
H: 3.099 -3.189 4.021  0.1101
H: 1.278 -4.016 2.565  0.1073
H: 0.566 -2.717 0.622  0.0844
C: -2.794 -3.902 -0.135  -0.0983
O: -2.176 -3.015 -1.055  -0.4412
H: -2.109 -4.125 0.683  0.0884
H: -3.052 -4.818 -0.663  0.0920
H: -3.696 -3.429 0.249  0.0847
C: 2.275 -2.462 -3.677  -0.0584
C: 1.809 -3.329 -2.536  -0.2218
O: 0.343 -3.321 -2.422  -0.2191
H: 3.363 -2.504 -3.737  0.0913
H: 1.992 -1.421 -3.514  0.0689
H: 1.870 -2.806 -4.630  0.0858
H: 2.166 -2.966 -1.576  0.0987
H: 2.106 -4.371 -2.651  0.1291
H: -0.036 -3.939 -3.058  0.1180

## Properties
net charge	+1
spin multiplicity	3
largest force on an atom	0.159	eV/A
E_tot	-49993.6695	eV
frontier orbital gap (spin up / spin down)	7.6 / 7.0	eV
relative energy (zero: lowest compared OMol25 entry of this formula, charge and spin)	22.8	kJ/mol
LUMO level (spin up / spin down)	-3.8 / -4.4	eV

---

[3]
Formula: C12H18N2O
Source: the OMol25 dataset
Level of theory: ωB97M-V/def2-TZVPD

Last column: Löwdin charge in e.
Element x y z (Å)
C: 3.525 -0.190 -0.332  0.0363
C: 4.651 -0.495 -0.100  -0.0791
C: 1.458 1.034 -0.101  0.0105
C: 2.166 -0.130 -0.702  -0.3829
C: 0.162 1.440 -0.148  -0.3423
C: -1.856 0.015 -0.974  -0.3580
C: 5.908 -0.741 0.453  -0.1244
C: -0.305 2.604 0.725  0.0027
C: -3.167 0.446 -1.585  -0.0062
C: -2.798 -0.289 1.391  -0.1050
C: -1.876 -2.309 0.250  -0.0503
C: -1.772 -0.740 0.401  -0.3466
N: -0.750 -0.100 -1.909  0.1433
N: -0.711 1.018 -1.037  0.0030
O: 1.692 -1.108 -1.329  0.0137
H: 2.155 1.498 0.572  0.0940
H: 6.366 -1.593 -0.078  0.0819
H: 5.777 -1.175 1.485  0.1012
H: 6.728 0.074 0.612  0.1201
H: -1.135 2.163 1.245  0.0542
H: 0.429 2.932 1.457  0.0814
H: -0.775 3.421 0.119  0.1042
H: -3.702 0.932 -0.698  0.0935
H: -3.710 -0.337 -2.161  0.0982
H: -2.960 1.264 -2.269  0.0761
H: -2.470 -0.491 2.441  0.1015
H: -3.771 -0.682 1.087  0.0834
H: -3.089 0.768 1.412  0.0638
H: -1.705 -2.750 1.294  0.1015
H: -1.044 -2.484 -0.491  0.0888
H: -2.794 -2.761 -0.037  0.0524
H: -0.689 -0.569 0.711  0.1458
H: 0.059 -0.663 -1.702  0.0438

## Properties
net charge	0
largest force on an atom	4.290	eV/A
E_tot	-17758.1192	eV
frontier orbital gap	8.0	eV
SMILES	CC#CC(=O)/C=C(/C)N1N[C@@]1(C)C(C)C
relative energy (zero: lowest compared OMol25 entry of this formula, charge and spin)	418.9	kJ/mol
LUMO level	0.1	eV

---

[4]
Formula: C5H11N4OS
Source: the OMol25 dataset
Level of theory: ωB97M-V/def2-TZVPD

Last column: Löwdin charge in e.
Element x y z (Å)
C: -0.590 -1.887 0.679  -0.4788
C: 1.539 0.973 1.084  -0.3623
C: 1.261 -0.072 -1.687  -0.3659
C: 0.132 0.441 1.198  -0.2830
C: -0.116 -0.428 -1.242  -0.3279
N: -0.219 -0.833 1.546  0.1041
N: -0.420 -1.657 -0.672  0.1495
N: -1.089 1.370 0.872  0.2119
N: -1.203 0.436 -1.348  0.1063
O: -1.010 -2.958 1.046  0.1241
S: 2.447 0.121 -0.288  0.9019
H: 1.668 2.004 0.924  0.0585
H: 2.144 0.617 1.890  0.0684
H: 1.694 -0.791 -2.217  0.0258
H: 1.265 0.893 -2.282  0.1096
H: -0.311 -1.101 2.540  0.1827
H: -0.221 -2.471 -1.108  0.1271
H: -1.116 0.987 -0.124  -0.0111
H: -1.022 2.348 1.137  0.1615
H: -1.649 0.950 1.576  0.1330
H: -1.988 -0.151 -1.321  0.1199
H: -1.197 1.208 -2.203  0.2447

## Properties
net charge	+1
largest force on an atom	5.714	eV/A
E_tot	-24196.6519	eV
frontier orbital gap (spin up / spin down)	8.0 / 7.3	eV
relative energy (zero: lowest compared OMol25 entry of this formula, charge and spin)	231.7	kJ/mol
LUMO level (spin up / spin down)	-4.2 / -4.5	eV

---

What did the third record say?
Formula: C12H18N2O
Source: the OMol25 dataset
Level of theory: ωB97M-V/def2-TZVPD

Last column: Löwdin charge in e.
Element x y z (Å)
C: 3.525 -0.190 -0.332  0.0363
C: 4.651 -0.495 -0.100  -0.0791
C: 1.458 1.034 -0.101  0.0105
C: 2.166 -0.130 -0.702  -0.3829
C: 0.162 1.440 -0.148  -0.3423
C: -1.856 0.015 -0.974  -0.3580
C: 5.908 -0.741 0.453  -0.1244
C: -0.305 2.604 0.725  0.0027
C: -3.167 0.446 -1.585  -0.0062
C: -2.798 -0.289 1.391  -0.1050
C: -1.876 -2.309 0.250  -0.0503
C: -1.772 -0.740 0.401  -0.3466
N: -0.750 -0.100 -1.909  0.1433
N: -0.711 1.018 -1.037  0.0030
O: 1.692 -1.108 -1.329  0.0137
H: 2.155 1.498 0.572  0.0940
H: 6.366 -1.593 -0.078  0.0819
H: 5.777 -1.175 1.485  0.1012
H: 6.728 0.074 0.612  0.1201
H: -1.135 2.163 1.245  0.0542
H: 0.429 2.932 1.457  0.0814
H: -0.775 3.421 0.119  0.1042
H: -3.702 0.932 -0.698  0.0935
H: -3.710 -0.337 -2.161  0.0982
H: -2.960 1.264 -2.269  0.0761
H: -2.470 -0.491 2.441  0.1015
H: -3.771 -0.682 1.087  0.0834
H: -3.089 0.768 1.412  0.0638
H: -1.705 -2.750 1.294  0.1015
H: -1.044 -2.484 -0.491  0.0888
H: -2.794 -2.761 -0.037  0.0524
H: -0.689 -0.569 0.711  0.1458
H: 0.059 -0.663 -1.702  0.0438

## Properties
net charge	0
largest force on an atom	4.290	eV/A
E_tot	-17758.1192	eV
frontier orbital gap	8.0	eV
SMILES	CC#CC(=O)/C=C(/C)N1N[C@@]1(C)C(C)C
relative energy (zero: lowest compared OMol25 entry of this formula, charge and spin)	418.9	kJ/mol
LUMO level	0.1	eV